Below is C2H16N4O6Zn as an isolated structure, with properties calculated with ωB97M-V/def2-TZVPD.

Last column: Löwdin charge in e.
Element x y z (Å)
O (-7.76726, -15.10967, -16.41650)  0.02
O (-11.36195, -13.01518, -16.72231)  -0.04
H (-8.86382, -8.95417, -18.58338)  0.06
O (-9.53330, -9.53687, -18.22492)  -0.03
N (-8.78362, -16.39051, -15.04527)  0.20
N (-6.36188, -11.38580, -12.56943)  0.19
O (-5.71880, -11.34060, -18.18031)  -0.04
H (-9.27655, -15.63576, -14.58979)  0.13
H (-7.68908, -18.21031, -16.26164)  0.14
H (-6.23298, -11.33587, -11.56892)  0.13
C (-7.39998, -10.86101, -13.12783)  -0.84
H (-5.10048, -10.95861, -17.55742)  0.06
H (-7.12714, -17.15869, -17.50234)  0.14
H (-10.35126, -9.04848, -18.31783)  0.07
H (-5.64944, -11.55945, -13.26397)  0.13
H (-7.78838, -10.02393, -11.37402)  0.13
N (-7.62159, -17.27190, -16.62895)  0.21
H (-9.43267, -13.04286, -21.04636)  0.06
H (-5.21356, -11.44504, -18.98657)  0.06
C (-7.97353, -16.21260, -16.02344)  -0.83
O (-7.70856, -11.05090, -14.25897)  0.01
Zn (-8.58799, -12.17747, -17.45289)  1.46
O (-8.76697, -13.13168, -20.36431)  -0.05
H (-11.91399, -13.45658, -17.36779)  0.06
N (-8.10525, -10.13894, -12.32611)  0.19
H (-9.06945, -10.01638, -12.60068)  0.13
H (-11.65821, -13.35754, -15.87896)  0.06
H (-8.92674, -17.37291, -14.85950)  0.13
H (-8.00954, -13.50463, -20.81533)  0.06

Atomic forces in eV per Å
O 2.0 6.1 -2.9
O 1.1 0.5 -0.4
H 0.4 0.2 -0.1
O 0.6 -1.2 0.3
N -2.3 -1.7 3.7
N 3.5 -1.6 0.5
O -1.1 -0.2 0.2
H 0.4 -0.5 0.0
H 0.0 0.3 0.0
H 0.6 -0.1 -0.5
C -0.2 -0.1 1.4
H 0.1 0.1 0.4
H 0.1 -0.2 0.3
H -0.6 -0.1 0.1
H 0.5 -0.5 0.9
H -0.6 0.3 -0.2
N 2.7 -4.1 -3.2
H -0.4 0.2 -0.2
H 0.0 -0.1 -0.4
C -2.2 0.6 0.8
O -1.3 -0.7 -5.6
Zn -0.1 -0.1 0.0
O 0.1 0.3 1.1
H -0.2 -0.2 -0.4
N -2.8 2.1 2.2
H 0.1 0.4 0.5
H 0.0 0.0 0.5
H -0.9 0.5 0.9
H 0.4 -0.2 -0.1

Calculated values
- charge = +2
- relative energy (zero: lowest compared OMol25 entry of this formula, charge and spin) (kcal/mol) = 187.8
- strongest force on any atom (eV Å⁻¹) = 7.009
- DFT total energy (hartree) = -2534.9317
- multiplicity = 1